No. 1
This record from OMol25 describes C42H105CrLiN7O4P as an isolated structure. The level of theory is ωB97M-V/def2-TZVPD.

Results
LUMO (spin up / spin down) in Eh: -0.1539 / -0.1396
2S+1: 4
HOMO-LUMO gap (spin up / spin down) in eV: 5.60 / 5.99
Energy above the lowest of the compared OMol25 structures with the same formula, charge and spin in kJ/mol: 167.7
Charge: +1

Each line ends with the Mulliken charge.
Geometry (Å):
C (0.534, -4.315, -1.416)  -0.80
C (-1.604, -3.109, 5.063)  -0.91
C (0.953, 2.013, 2.765)  0.16
H (-2.023, 5.305, 3.407)  0.50
H (-5.109, 4.321, -3.919)  0.32
C (4.710, 0.744, -5.407)  -0.81
H (-3.607, 3.134, 2.692)  0.34
O (0.821, 0.085, -2.741)  -0.65
H (2.833, 7.498, 3.355)  0.42
H (0.984, 1.231, 2.004)  -0.19
H (-4.174, 5.511, -3.042)  0.30
C (-4.454, -3.587, 3.783)  -0.80
H (3.115, 0.861, -3.939)  -0.09
C (1.071, -1.629, -5.645)  -0.77
H (0.298, -4.778, -3.394)  0.48
C (-2.130, -4.029, 3.950)  -0.70
C (-1.998, 3.981, -2.195)  -1.41
H (3.350, -1.112, 2.519)  0.46
H (-6.410, -2.757, 3.884)  0.49
H (4.163, -3.193, -6.446)  0.09
H (-1.055, -2.233, 4.717)  0.00
H (-3.273, -0.704, -0.403)  -0.37
H (3.259, -3.337, -1.210)  0.34
C (-1.886, 4.541, -0.799)  -0.60
H (3.218, 0.361, 5.079)  0.01
C (4.120, -1.660, 4.819)  -0.77
H (1.052, -3.699, -0.682)  -0.06
H (-6.268, -0.186, -0.210)  0.44
H (4.063, -1.892, -1.546)  0.54
H (-1.937, 2.131, -3.896)  0.33
Li (-2.072, 1.626, -0.930)  1.12
C (-2.356, 0.963, 1.435)  1.20
H (-4.742, -4.641, 3.758)  0.39
H (-3.620, 0.464, -3.178)  -0.05
H (0.597, 3.544, 1.301)  -0.04
O (-0.203, 1.732, -0.684)  -0.27
C (-1.920, -3.162, 0.953)  -0.13
H (-4.917, 1.520, -3.859)  0.36
C (5.026, -1.160, -6.797)  -0.79
H (-1.985, 3.776, -0.026)  -0.23
C (2.375, -3.657, 6.255)  -1.66
C (4.092, 1.315, -4.118)  -0.92
H (-5.619, 1.694, 0.906)  0.62
H (5.875, -0.649, -7.255)  0.56
H (1.158, -3.298, 4.580)  0.22
H (4.695, 1.122, -3.231)  0.28
H (4.837, 0.096, 5.843)  0.42
C (-3.074, -3.826, 1.724)  -1.83
H (-0.924, -3.471, 1.270)  0.45
P (0.118, 0.395, -1.362)  0.42
C (1.145, -2.915, -4.854)  -0.64
C (-0.028, 4.629, 3.788)  -0.93
N (-3.137, -3.375, 3.118)  1.01
H (3.424, -0.543, 6.537)  0.26
O (-1.230, 0.088, -2.104)  -0.01
H (1.257, 7.195, 3.934)  0.31
H (-1.044, 3.510, -2.433)  0.41
H (-0.945, 5.049, -0.586)  0.55
H (2.552, 6.296, 4.627)  0.33
H (-2.661, 5.265, -0.541)  0.49
H (4.563, -2.397, 5.489)  0.49
C (5.969, -1.196, -4.541)  -0.63
H (4.133, -0.797, -7.309)  0.55
H (-5.756, 5.165, -2.448)  0.46
H (5.851, -0.767, -3.546)  0.39
H (1.512, -1.804, 5.462)  0.37
H (-1.456, -0.183, 3.062)  0.39
N (-3.064, 3.001, -2.372)  0.72
H (2.636, -1.258, -3.386)  -0.19
C (2.185, 6.682, 3.676)  -1.38
C (1.933, -2.753, 5.119)  -0.03
N (3.008, -2.360, 4.182)  0.03
H (1.989, -4.792, -2.919)  0.19
H (2.262, 3.262, 1.661)  0.60
H (-3.223, 3.203, -4.467)  0.67
H (2.861, 5.345, 2.147)  0.45
H (-5.405, -1.160, -1.375)  0.44
H (1.001, -1.931, -6.691)  0.54
H (3.871, 2.380, -4.191)  0.48
H (1.334, 6.045, 1.768)  0.16
C (1.064, -4.218, -2.857)  -0.77
H (1.504, -3.869, 6.877)  0.46
C (4.999, -2.692, -6.934)  -1.21
H (-5.144, 2.752, -1.980)  0.28
H (4.898, -1.410, 4.096)  0.43
H (7.549, 0.180, -4.995)  0.33
H (8.117, -1.374, -4.439)  0.44
H (-1.642, 0.385, 0.847)  -0.93
H (2.435, -1.734, -0.932)  0.06
H (-5.941, -3.143, 2.248)  0.32
H (-2.119, 4.795, -2.915)  0.68
H (-3.998, -3.545, 1.217)  0.50
N (4.825, -0.758, -5.412)  0.53
C (2.557, -2.298, -3.073)  -0.53
H (-0.942, 5.889, 2.214)  0.30
H (-1.916, 1.957, 1.530)  -0.13
H (-5.264, 0.576, -1.445)  0.11
N (-3.630, 1.026, 0.684)  1.33
N (1.190, -2.846, -3.351)  1.37
H (-3.119, -0.546, 2.777)  0.06
C (1.910, 5.629, 2.599)  -0.25
C (-1.133, 5.018, 2.844)  -0.49
H (3.292, -2.751, -3.741)  0.73
H (0.606, -2.458, 2.809)  -0.79
C (-5.575, -2.720, 3.183)  -1.10
C (7.351, -0.891, -5.046)  -1.48
H (0.456, -5.325, -1.012)  0.64
H (-0.911, -3.611, 5.740)  0.26
H (5.925, -3.134, -6.564)  0.32
H (4.974, -2.921, -8.000)  0.47
H (5.685, 1.230, -5.476)  0.39
C (-2.971, 2.435, -3.732)  -0.76
H (7.558, -1.208, -6.068)  0.29
H (-3.023, -4.908, 1.570)  0.29
H (4.107, 1.110, -6.238)  0.53
H (-4.320, 3.883, -1.011)  -0.17
H (1.696, 1.743, 3.516)  0.14
H (-1.938, -2.085, 1.122)  -0.16
H (-1.389, 4.238, 2.126)  -0.18
C (3.883, -0.353, 5.564)  -0.76
H (-1.273, -4.284, 3.324)  0.32
H (1.827, -2.959, 1.633)  0.14
C (-5.327, -0.266, -0.755)  -1.56
C (-4.353, 3.113, 1.897)  -1.34
O (0.015, -1.058, -0.842)  0.82
H (-2.452, -4.950, 4.440)  0.33
H (-4.205, -1.026, 1.004)  -0.43
C (-4.697, 1.653, 1.485)  -0.52
C (-4.389, 3.536, -2.042)  -0.07
H (1.987, -1.038, -5.630)  -0.11
H (2.018, -0.565, 3.461)  0.20
N (1.300, 4.410, 3.130)  0.06
H (-0.055, 2.010, 3.178)  -0.20
H (-4.885, 1.046, 2.374)  0.05
H (-4.340, -3.320, 4.833)  0.46
H (0.210, -1.012, -5.383)  0.19
H (0.045, 5.456, 4.495)  0.44
H (-5.245, 3.638, 2.240)  0.47
C (3.066, -2.333, -1.588)  -1.50
H (5.865, -2.277, -4.434)  0.38
H (-2.111, -3.275, -0.115)  0.23
Cr (-0.292, -1.452, -2.716)  -0.67
C (-3.867, 1.237, -3.907)  -1.17
C (-2.410, 0.283, 2.820)  -1.75
H (1.938, -3.573, -5.213)  0.47
C (1.279, 3.332, 2.129)  -0.50
H (0.260, -3.495, -5.125)  0.35
H (-3.890, 3.746, 1.140)  0.08
H (-2.829, 0.897, 3.618)  0.38
H (-5.318, -1.671, 3.037)  0.05
H (2.732, -4.604, 5.852)  0.31
C (-4.082, -0.292, 0.205)  1.00
H (1.084, -1.372, 1.469)  -0.21
H (-0.259, 3.747, 4.386)  0.26
H (-0.523, -4.038, -1.397)  0.10
C (2.499, -1.476, 3.095)  -0.53
C (1.434, -2.109, 2.192)  0.37
H (3.066, -3.169, 6.942)  0.40
H (-2.451, -2.781, 5.665)  0.46
C (-4.891, 4.699, -2.920)  -1.66
H (-3.579, 0.783, -4.856)  0.48



No. 2
This record from OMol25 describes one molecule with the formula C19H21NO3S. The level of theory is ωB97M-V/def2-TZVPD.

Results
LUMO in Eh: 0.0250
SMILES: CCc1ccccc1NC(=O)C1(S(=O)(=O)c2ccc(C)cc2)CC1
HOMO-LUMO gap in eV: 9.14
Energy above the lowest of the compared OMol25 structures with the same formula, charge and spin in kJ/mol: 140.8
Charge: 0

Each line ends with the Mulliken charge.
Geometry (Å):
H (-0.047, -0.830, -4.758)  0.40
H (0.957, 1.883, -5.118)  0.29
H (-0.641, -2.181, -2.757)  0.46
C (2.818, 0.065, 1.233)  0.43
C (1.649, 0.520, 1.860)  0.68
C (2.467, -0.197, -1.217)  -0.71
C (-0.820, 0.460, 1.682)  0.23
C (-0.397, -0.346, -3.858)  -0.77
H (-0.533, 1.417, -5.929)  0.39
C (2.947, 2.007, 3.238)  -0.69
H (-1.651, 1.382, -0.651)  0.37
H (5.067, 1.958, 2.930)  0.38
C (-0.727, -1.106, -2.753)  -0.99
C (-0.128, 1.857, -5.020)  -1.49
C (-0.510, 1.042, -3.824)  0.96
C (-1.301, 0.894, -1.547)  -0.04
C (2.792, -0.917, 0.094)  -0.86
H (3.234, 0.542, -1.441)  0.45
H (4.939, 0.255, 1.163)  0.37
H (0.468, -0.945, 1.017)  0.04
H (-3.505, 0.998, 1.670)  0.25
H (1.510, 0.315, -1.149)  0.06
O (-0.364, -2.301, 0.093)  -0.76
O (-1.087, 1.534, 2.184)  -0.70
H (-1.059, 2.724, -2.619)  0.36
O (-2.741, -2.299, -0.514)  -0.72
H (2.063, -1.713, 0.258)  0.22
H (3.774, -1.387, 0.007)  0.48
C (-1.174, -0.479, -1.603)  0.83
H (-3.180, -2.075, 1.998)  0.24
H (-2.715, -0.821, 3.236)  0.30
C (4.108, 1.560, 2.633)  -0.64
H (2.416, -0.908, -2.039)  0.31
C (4.032, 0.600, 1.640)  -0.75
H (-0.488, 2.877, -4.929)  0.36
S (-1.562, -1.540, -0.205)  1.40
H (2.989, 2.758, 4.012)  0.40
N (0.417, -0.043, 1.484)  0.17
C (1.724, 1.487, 2.857)  -0.56
C (-1.915, -0.454, 1.196)  0.37
H (-3.988, -0.278, 0.454)  0.25
C (-0.965, 1.649, -2.660)  -1.02
H (0.819, 1.833, 3.325)  0.45
C (-3.341, 0.008, 1.271)  -0.65
C (-2.869, -1.060, 2.194)  -0.55



No. 3
This record from OMol25 describes one molecule with the formula C4H5NO2. The level of theory is ωB97M-V/def2-TZVPD.

Results
LUMO in Eh: -0.0017
SMILES: CC(O)=C=NC=O
HOMO-LUMO gap in eV: 8.46
Energy above the lowest of the compared OMol25 structures with the same formula, charge and spin in kJ/mol: 341.2
Charge: 0

Each line ends with the Mulliken charge.
Geometry (Å):
O (-0.522, 2.019, 0.226)  -0.50
H (-2.652, 0.112, 0.930)  0.30
H (-1.770, -1.217, 0.163)  0.33
N (1.783, 0.166, -0.327)  -0.42
H (-0.018, 2.339, 0.985)  0.34
C (-0.619, 0.597, 0.321)  -0.01
H (3.411, -1.092, -0.542)  0.37
O (1.695, -2.079, -0.054)  -0.52
H (-2.342, 0.140, -0.818)  0.27
C (0.598, 0.287, -0.022)  0.85
C (2.350, -1.083, -0.285)  0.03
C (-1.917, -0.131, 0.156)  -1.03



No. 4
This record from OMol25 describes a 10-piece molecular cluster, C24H45Cl18N2O4 overall. The level of theory is ωB97M-V/def2-TZVPD.

Results
LUMO in Eh: 0.0648
HOMO-LUMO gap in eV: 6.92
Charge: -1

Each line ends with the Mulliken charge.
Geometry (Å):
H (7.839, 1.356, 1.108)  0.27
C (-2.354, -7.709, 7.333)  -0.46
C (-7.437, -1.767, -3.591)  -0.19
C (-1.574, -4.171, 4.612)  0.15
Cl (-9.099, -1.178, -1.489)  -0.19
H (2.457, 4.460, -1.277)  0.37
H (-8.698, -3.203, -2.600)  0.29
C (6.488, 6.524, 1.776)  -0.52
H (0.190, 0.593, -0.759)  0.38
C (-3.109, 3.106, -3.905)  -0.36
N (-0.351, -1.553, -0.241)  -0.03
H (10.309, 0.784, 0.818)  0.31
H (-1.370, -7.242, 9.191)  0.33
Cl (-2.905, 1.229, 7.107)  -0.23
C (-1.956, 0.285, 4.712)  0.20
Cl (0.337, -8.008, 7.779)  -0.18
H (2.550, -2.211, 0.750)  0.25
C (-2.376, 0.114, 0.215)  0.28
H (-2.506, -3.704, 4.945)  0.35
H (-1.667, -5.253, 4.751)  -0.28
C (-1.249, 2.400, -10.416)  -0.42
H (2.114, -3.143, -0.934)  0.24
H (2.790, 0.082, -0.679)  0.27
C (5.268, 7.422, 1.651)  -0.43
H (-1.046, 1.632, -8.390)  0.32
Cl (-1.590, 2.240, -4.243)  -0.19
H (7.222, 6.984, 2.443)  0.37
H (-7.193, -2.476, -4.388)  0.31
Cl (-1.701, -0.213, -9.712)  -0.19
C (-3.028, 1.167, 5.331)  -0.42
H (-5.213, 3.006, -4.356)  0.32
H (-0.591, -3.704, 6.470)  0.33
H (-2.714, 1.767, -8.971)  0.12
Cl (-4.139, 2.861, -6.436)  -0.20
Cl (1.117, -4.470, 5.058)  -0.20
C (3.136, 3.712, -0.857)  -0.58
H (0.927, -1.100, -2.659)  0.34
O (-2.615, -2.359, -0.101)  -0.16
H (3.016, 3.717, 0.231)  0.30
C (2.615, -2.201, -0.418)  -1.12
H (-4.374, 1.457, -4.550)  0.27
Cl (5.747, 2.976, -0.441)  -0.12
C (-1.692, 1.511, -9.266)  -0.25
H (8.315, 1.066, -0.574)  0.29
H (-1.828, 2.204, -11.324)  0.32
Cl (0.476, 2.186, -10.806)  -0.20
H (6.967, 6.357, 0.806)  0.29
C (8.203, 0.597, 0.408)  -0.43
Cl (-7.522, -0.155, -4.346)  -0.20
H (-2.146, 0.166, 3.641)  -0.03
C (4.567, 4.027, -1.264)  -0.24
H (3.769, -2.208, -0.694)  0.24
C (0.566, -0.356, -0.183)  -0.56
C (-8.748, -2.162, -2.932)  -0.43
H (9.845, -0.817, 0.216)  0.33
H (-1.025, -6.081, 7.898)  0.14
H (-9.592, -2.066, -3.622)  0.32
H (4.729, 7.505, 2.599)  0.32
H (5.577, 8.427, 1.346)  0.30
C (9.533, 0.013, 0.857)  -0.44
H (4.814, 5.056, -0.988)  0.02
H (-2.976, 2.192, 4.951)  0.34
C (-1.182, -7.142, 8.118)  -0.28
H (-3.285, -7.242, 7.666)  0.27
H (-3.297, 3.006, -2.831)  0.26
N (-4.619, -3.013, -1.891)  -0.57
H (4.712, 3.920, -2.344)  0.35
H (-1.941, -0.710, 5.166)  0.09
Cl (2.597, 2.127, -1.465)  -0.15
Cl (-0.329, 0.991, 4.871)  -0.22
H (-2.447, -8.791, 7.472)  0.36
O (1.833, -0.730, -2.405)  -0.55
Cl (-2.212, -7.387, 5.586)  -0.19
H (-1.384, 3.452, -10.147)  0.29
C (2.004, -0.769, -0.931)  0.27
C (-0.402, -3.604, 5.397)  -0.36
Cl (6.084, 4.934, 2.473)  -0.16
H (-1.926, -1.136, -1.734)  0.08
H (-0.245, -2.543, 5.177)  0.19
H (-6.610, -1.763, -2.874)  0.09
O (-2.151, 0.452, 1.489)  -0.65
Cl (4.126, 6.838, 0.415)  -0.16
H (0.850, -0.142, 0.951)  0.22
H (-2.952, 4.167, -4.124)  0.35
H (-4.020, 0.768, 5.097)  0.31
Cl (9.477, -0.576, 2.537)  -0.19
C (-3.756, -2.475, -1.068)  0.49
C (-4.281, 2.539, -4.689)  -0.44
O (-3.211, 1.038, -0.623)  -0.68
Cl (-1.433, -3.849, 2.865)  -0.17
C (-1.782, -1.200, -0.567)  0.09
H (-0.264, -2.184, 0.584)  0.15
Cl (6.942, -0.650, 0.243)  -0.13



Q: Which electronic energy values were calculated for the entries above? A: -3740.700710 -1415.273771 -360.539466 -9635.281600, in a.u..
Q: Which molar mass values were calculated for the entries above? A: 862.26 343.45 99.09 1063.79, in g/mol.